An isolated ion of composition C6H12O2P and charge -1 at a distorted geometry, computed with wB97M-V/def2-TZVPD.

Element x y z (Å)
C 0.16696 0.56422 -2.29146
C -0.12047 1.13165 -1.13782
C -0.29007 2.58949 -0.89222
C -0.16869 0.26327 0.17483
C 1.21974 0.41289 0.76581
C -0.56693 -1.20987 0.26087
P -0.54264 -2.62237 1.74600
O -0.74004 -3.83685 0.98757
O 0.61579 -2.55644 2.62057
H 0.49875 -0.44113 -2.32859
H 0.10558 1.00654 -3.31028
H -0.31216 2.54143 0.26604
H -1.16898 3.00817 -1.15225
H 0.58214 2.97399 -1.34802
H -0.88498 0.91374 0.85155
H 1.55840 -0.26416 1.56307
H 1.49792 1.34072 1.21019
H 1.87036 0.00130 0.01153
H -1.60570 -1.42359 -0.04457
H 0.03985 -1.87564 -0.36255
H -1.75484 -2.51734 2.40971

Forces on the atoms, in the same order (eV/Å):
-0.1 0.4 -1.5
-1.1 -2.0 0.5
1.9 -2.7 3.5
-0.9 1.6 2.1
1.1 -1.7 0.8
-0.8 -1.5 0.3
-0.3 2.3 -1.1
-0.7 -2.7 -2.4
1.9 1.1 1.8
-0.1 -1.1 0.1
0.3 0.3 1.0
0.6 1.3 -1.8
-2.9 1.4 -1.4
0.7 1.5 0.0
0.9 -1.5 -1.0
-1.3 -0.3 0.3
0.3 1.3 -0.6
0.8 0.8 -0.7
0.2 0.4 -0.3
0.2 0.4 -0.3
-0.6 0.9 0.6

The SMILES is C=C(C)[C@H](C)C[P@@H](=O)[O-]. For the energy above the lowest of the compared OMol25 structures with the same formula, charge and spin, the calculation gives 8.55 kJ/mol. For the frontier orbital gap, the calculation gives 7.9 eV. As for the charge: -1. Its multiplicity is 1. The value obtained for the total energy is -727.669111 Ha. As for the LUMO energy: 3.38 eV.